This record from the OMol25 dataset describes a cluster of 2 separate species, C2H8S2 in total at a distorted geometry. The level of theory is ωB97M-V/def2-TZVPD.

The geometry in XYZ format:
```
12
Properties=species:S:1:pos:R:3:forces:R:3:lowdin_charge:R:1
S 0.4450 3.0064 -1.7413 -0.0845 0.1023 -0.1389 0.464
H 0.4938 1.7019 -2.0439 0.0625 -0.0306 0.1234 -0.246
H 0.9880 2.8417 -0.5318 0.0290 -0.1202 0.0341 -0.231
C -1.1289 -0.3823 0.5132 -0.3889 -0.0539 0.4596 -0.185
C -0.0251 -1.4175 0.7273 0.5221 1.0748 -1.2563 -0.569
S 1.2679 -1.2963 -0.5921 -0.1510 -0.2884 -0.1962 0.652
H -1.0114 0.4712 1.1797 0.1588 0.1224 -0.1156 0.067
H -1.1718 -0.0207 -0.5094 0.0354 -0.0167 -0.0751 0.042
H -2.1043 -0.8062 0.7571 -0.0375 -0.0598 -0.0141 0.065
H -0.4113 -2.4198 0.5977 0.1433 -0.2259 0.5456 0.052
H 0.5404 -1.2034 1.6246 -0.3403 -0.6685 0.4439 0.055
H 2.1178 -0.4750 0.0189 0.0511 0.1646 0.1896 -0.167
```
Forces are in eV/Å.

Properties
electronic energy: -23873.80586 eV
frontier orbital gap: 9.94 eV
ΔE to the lowest compared entry with this formula, charge and spin: 7.86 kcal/mol
highest occupied orbital energy: -9.18 eV